Entry 1:
# C4H16FN8O4Y

C4H16FN8O4Y as an isolated structure (the ωB97M-V functional and the def2-TZVPD basis, OMol25).

Each line ends with the Löwdin charge.
CARTESIAN COORDINATES (ANGSTROEM)
Y  2.84907  0.00441  -1.71576  2.13
F  1.23792  0.17843  -0.04551  -0.48
O  -0.25696  3.09183  3.43983  0.08
O  1.11636  1.10844  -2.71719  -0.16
O  2.95646  -2.07354  -0.39021  -0.16
O  -1.76459  -2.21985  1.05564  0.02
N  2.80087  -4.00749  0.83250  0.23
N  -1.81507  -0.35072  -0.28337  0.13
N  -0.07541  3.08785  -2.88131  0.22
N  -3.65659  -1.62749  -0.02943  0.16
N  -0.46169  2.45905  1.25174  0.13
N  -1.17798  1.18765  -2.88014  0.20
N  1.05630  1.43142  2.53244  0.15
N  1.74919  -2.17141  1.54944  0.22
C  -2.38503  -1.39841  0.38993  -0.67
C  2.53885  -2.72829  0.61881  -0.59
C  0.02995  1.75040  -2.68979  -0.56
C  0.16118  2.44854  2.50225  -0.67
H  -1.05259  3.26623  1.12723  0.10
H  1.22020  -2.67875  2.23894  0.14
H  -0.81604  -0.36111  -0.14544  0.05
H  3.34612  -4.66164  0.29754  0.14
H  -4.11462  -1.14253  -0.77553  0.10
H  -1.98180  1.62545  -3.30173  0.14
H  -1.28165  0.18753  -2.99385  0.13
H  -4.07159  -2.44204  0.39516  0.12
H  1.49574  1.15440  3.39395  0.11
H  1.50888  -1.20237  1.41405  0.07
H  -1.03819  3.34927  -2.76068  0.13
H  0.66249  3.72195  -2.61177  0.14
H  1.27003  0.96306  1.66448  0.02
H  -0.08163  1.94167  0.48572  0.02
H  -2.31135  0.44183  -0.63547  0.08
H  2.34314  -4.33375  1.66754  0.13

Cartesian forces (eV/Å) of the 2 atoms listed first:
-4.5 -1.4 3.6
2.4 0.1 -2.4

- ΔE to the lowest compared entry with this formula, charge and spin (eV) = 0.000
- net charge = +2
- largest force on an atom (hartree/bohr) = 0.1155
- gap between HOMO and LUMO (Eh) = 0.166
- LUMO (eV) = -9.819

=====

Entry 2:
# C2H7NO

An isolated molecule of C2H7NO (the ωB97M-V functional and the def2-TZVPD basis, OMol25).

Each line ends with the Löwdin charge.
CARTESIAN COORDINATES (ANGSTROEM)
O  1.42279  -0.65965  -0.04894  -0.20
N  -1.52424  -0.53046  0.08644  -0.05
C  -0.72416  0.67589  -0.23566  -0.28
C  0.79201  0.60598  0.25468  -0.30
H  -1.12368  -1.44121  -0.29497  0.07
H  -0.61949  0.85714  -1.34959  0.11
H  1.37874  1.49540  -0.09806  0.11
H  1.08326  -0.92928  -1.16033  0.22
H  0.89477  0.52185  1.39826  0.13
H  -1.52566  -0.80384  1.13174  0.10
H  -1.20772  1.59914  0.04532  0.09

Cartesian forces (eV/Å) of the 2 atoms listed first:
-2.1 -0.4 -5.8
0.5 -1.7 1.2

- ΔE to the lowest compared entry with this formula, charge and spin (eV) = 1.948
- structure (SMILES) = NCCO
- largest force on an atom (hartree/bohr) = 0.1196
- gap between HOMO and LUMO (Eh) = 0.376
- LUMO (eV) = 0.783

=====

Entry 3:
# C54H48N7O5SZr

C54H48N7O5SZr as an isolated structure (the ωB97M-V functional and the def2-TZVPD basis, OMol25).

Each line ends with the Löwdin charge.
CARTESIAN COORDINATES (ANGSTROEM)
Zr  -0.01958  -0.52932  0.23939  1.93
S  0.67442  -2.41493  4.24364  0.68
O  1.79060  0.73046  0.38031  -0.13
O  6.16412  -3.37788  1.18600  0.08
O  0.66367  -1.11996  -1.48090  -0.35
O  0.73601  0.29054  2.21372  -0.12
O  -1.09056  1.11508  0.30621  -0.33
N  1.52593  -2.36148  1.01091  0.00
N  -0.20667  -0.19254  5.40307  0.11
N  -1.38332  -0.86700  3.58860  -0.03
N  -1.45393  -1.44842  2.35285  0.04
N  -1.50351  -2.53647  -0.00425  0.02
N  -1.94147  -0.17197  -1.91400  0.15
N  5.57116  -1.30739  0.51679  0.19
C  -3.71516  1.55935  2.65042  -0.06
C  -2.54206  1.90161  1.99406  -0.16
C  -0.29781  -1.10356  4.40315  -0.93
C  2.18210  -4.66561  0.97722  -0.01
C  3.03658  3.12579  4.34049  -0.06
C  2.30147  2.14637  3.69538  -0.01
C  1.91118  -2.16986  -3.13594  -0.17
C  -3.84862  1.76223  4.02394  -0.08
C  -3.76213  -3.26407  0.21408  0.01
C  3.13796  -2.08169  -2.47846  -0.03
C  1.15490  1.44461  -2.57644  -0.04
C  -1.67384  4.56772  -1.97520  -0.06
C  -0.44228  -1.26503  -3.58063  -0.05
C  -2.64802  -2.58723  0.69039  -0.22
C  -2.80853  2.32049  4.74894  -0.09
C  3.86937  3.95928  3.60506  -0.06
C  3.97600  3.81894  2.22782  -0.06
C  -1.58754  -0.34610  -3.19971  -0.22
C  2.71624  1.63445  -4.84622  -0.07
C  -1.40159  -3.25327  -1.11776  -0.12
C  2.40768  2.78170  -4.12872  -0.08
C  -2.34579  3.11722  -0.17122  -0.14
C  3.84728  -2.96871  0.96252  -0.11
C  -2.50333  5.57039  -1.49715  -0.08
C  -3.17795  4.12679  0.30279  -0.02
C  2.82285  -2.03879  1.01098  -0.08
C  2.62002  -4.27683  -4.07268  -0.07
C  -2.44903  -3.99685  -1.63917  -0.01
C  -1.60139  3.34832  -1.31982  -0.02
C  -3.01641  0.58694  -1.64303  -0.25
C  4.08743  -3.07612  -2.60680  -0.06
C  -2.32988  1.74637  0.49559  -0.43
C  -2.59852  -1.95075  2.03889  -0.24
C  0.90356  -1.05805  -2.86481  -0.43
C  1.62116  2.68535  -2.99101  -0.06
C  1.61845  0.97140  1.62980  -0.58
C  -3.25825  5.34464  -0.35594  -0.07
C  -3.42181  1.00334  -3.95926  -0.03
C  -2.30458  0.24258  -4.23938  0.00
C  5.29762  -2.57714  0.90802  -0.51
C  3.24729  2.83831  1.57542  0.00
C  -1.50419  2.46622  2.73272  -0.01
C  -3.66347  -3.96680  -0.97989  -0.02
C  -3.73452  -2.05956  3.00160  0.01
C  3.82694  -4.18494  -3.40642  -0.07
C  3.51873  -4.31708  0.94824  0.03
C  -3.78610  1.17303  -2.63645  -0.01
C  2.41005  2.00637  2.31426  -0.13
C  -3.36703  0.83944  -0.19860  -0.04
C  1.46798  0.29322  -3.27437  -0.15
C  1.22741  -3.66352  1.00033  -0.15
C  -1.63240  2.67860  4.09284  -0.08
C  2.25075  0.40079  -4.42263  -0.02
C  1.66417  -3.27163  -3.93851  -0.03
H  -1.97358  0.09071  -5.25701  0.12
H  -3.99128  1.46209  -4.75442  0.12
H  0.17484  -3.91181  1.04688  0.10
H  6.53782  -1.03145  0.47146  0.12
H  3.34283  -1.21424  -1.86153  0.12
H  -0.78748  -2.29259  -3.44853  0.10
H  2.41474  -5.12718  -4.70790  0.11
H  2.51344  -0.48920  -4.98172  0.12
H  -4.55580  1.15163  2.10270  0.11
H  -2.30389  -4.56496  -2.54540  0.12
H  -3.76435  3.97293  1.19914  0.12
H  -4.52698  -2.71227  2.65665  0.07
H  -3.43027  -0.11422  0.34060  0.11
H  -2.92206  2.49853  5.80988  0.11
H  -4.63949  1.77653  -2.36170  0.12
H  3.32776  1.70019  -5.73513  0.11
H  -0.82114  3.14168  4.63900  0.11
H  -0.96371  2.57235  -1.71383  0.08
H  -4.68952  -3.26069  0.76220  0.11
H  1.65393  1.47242  4.23889  0.10
H  -0.27225  -1.14687  -4.65570  0.13
H  4.56915  -4.96330  -3.51289  0.11
H  -0.59350  0.72777  5.27405  0.07
H  -0.43325  -3.21972  -1.60006  0.11
H  -4.35737  1.30190  -0.16010  0.13
H  1.36797  3.56865  -2.42060  0.10
H  -4.17397  -1.08362  3.21120  0.08
H  -2.56127  6.52114  -2.00786  0.11
H  1.86471  -5.69760  0.98398  0.12
H  2.77923  3.74292  -4.45606  0.10
H  3.30399  2.71498  0.50281  0.12
H  4.86906  -0.67636  0.17488  0.09
H  -2.15520  -0.29172  3.91072  0.12
H  -4.77732  1.50333  4.51643  0.11
H  0.53071  1.39186  -1.69241  0.06
H  0.50213  -0.33945  6.10073  0.10
H  0.73689  -3.36752  -4.48744  0.11
H  2.96836  3.24023  5.41301  0.11
H  -3.35175  -2.44999  3.94715  0.11
H  4.30905  -5.05454  0.91893  0.13
H  4.62648  4.47412  1.66651  0.11
H  -1.08202  4.73016  -2.86659  0.10
H  4.44230  4.72352  4.11079  0.11
H  3.04560  -0.98167  1.05447  0.10
H  -4.51973  -4.49924  -1.36890  0.12
H  -0.59012  2.75214  2.22987  0.13
H  5.03245  -2.98834  -2.08840  0.10
H  -3.90599  6.11939  0.03017  0.11

Cartesian forces (eV/Å) of the 2 atoms listed first:
-0.3 -0.6 0.3
0.2 -0.2 0.0

- ΔE to the lowest compared entry with this formula, charge and spin (eV) = 0.276
- net charge = +1
- largest force on an atom (hartree/bohr) = 0.0141
- gap between HOMO and LUMO (Eh) = 0.266
- LUMO (eV) = -3.225

=====

Entry 4:
# C3H11NO

A 2-piece molecular cluster, C3H11NO overall (the ωB97M-V functional and the def2-TZVPD basis, OMol25).

Each line ends with the Löwdin charge.
CARTESIAN COORDINATES (ANGSTROEM)
O  1.95049  -0.62999  0.26498  -0.09
N  1.12790  -1.39633  -1.90855  0.03
C  -1.35605  1.63914  0.91972  -0.17
C  -2.08562  0.28832  1.24501  -0.17
C  2.22803  -1.23757  -0.99650  -0.36
H  1.45469  0.23744  0.27870  0.09
H  -0.93946  1.94325  1.81356  0.01
H  -2.61793  0.63320  2.19681  0.09
H  -2.26533  2.41088  0.67031  0.12
H  0.25895  -1.07357  -1.53078  0.06
H  2.67247  -2.09967  -0.68440  0.07
H  1.33233  -1.04953  -2.83965  0.07
H  -0.58150  1.62264  0.12239  0.05
H  -1.60130  -0.56843  1.55037  0.01
H  -2.72265  -0.00819  0.37338  0.07
H  3.14496  -0.71159  -1.47534  0.13

Cartesian forces (eV/Å) of the 2 atoms listed first:
-1.2 1.1 0.2
0.6 -0.2 -0.2

- ΔE to the lowest compared entry with this formula, charge and spin (eV) = 1.905
- structure (SMILES) = NCO.CC
- largest force on an atom (hartree/bohr) = 0.0730
- gap between HOMO and LUMO (Eh) = 0.371
- LUMO (eV) = 0.842

=====

Entry 5:
# C19H39BBr2CaF3KN4O14PS

C19H39BBr2CaF3KN4O14PS as an isolated structure (the ωB97M-V functional and the def2-TZVPD basis, OMol25).

Each line ends with the Löwdin charge.
CARTESIAN COORDINATES (ANGSTROEM)
Br  1.03318  1.07326  3.66644  0.73
Br  3.91955  3.08738  4.67845  0.87
Ca  -0.61438  6.57091  2.13224  1.50
K  5.01608  -0.74630  3.97676  0.99
S  0.49672  0.17824  -0.31918  0.89
P  -1.22294  -0.11847  0.94751  0.57
F  7.47973  0.00531  -3.34173  0.11
F  7.68113  1.22657  -1.37151  0.10
F  -3.72741  -9.71589  -5.18308  -0.40
O  -3.04280  3.06334  -1.30014  0.05
O  -4.14802  7.66809  0.51715  -0.18
O  6.65839  2.23528  -3.26904  0.23
O  3.45308  1.31756  -2.37278  0.08
O  0.37830  4.08964  1.15571  -0.06
O  5.01498  5.14736  1.71719  -0.03
O  5.52561  0.52642  -2.09263  0.21
O  -3.32645  -8.13019  -1.69646  0.14
O  4.83786  3.42370  -3.82262  0.14
O  -0.15384  -3.19771  2.23005  0.07
O  4.13151  3.27254  2.34983  -0.39
O  -1.18373  -8.20326  -0.95411  0.01
O  4.43505  3.69346  0.24645  0.00
O  -1.96150  -9.90224  -2.06043  0.03
N  1.36389  -4.35552  0.81500  0.11
N  4.53425  4.04366  1.42533  -0.63
N  -3.20242  4.40654  0.54403  -0.19
N  -2.31735  -1.11232  0.41305  -0.28
C  -1.10664  -0.41160  -2.67259  -0.22
C  1.70170  -1.84969  1.29441  -0.15
C  -2.26857  -8.69088  -1.58396  -0.59
C  -3.73389  4.60211  1.88001  -0.05
C  -1.67034  -3.79082  -1.20797  0.04
C  -1.38692  -2.98000  -2.08517  -0.10
C  0.05198  0.48951  -2.08192  -0.35
C  -2.36828  5.43707  -0.04119  -0.10
C  3.16317  1.50909  5.51787  -0.69
C  -3.46120  3.27920  -0.18533  -0.33
C  4.64862  1.40196  -2.54718  -0.42
C  2.70209  0.52045  4.47858  -0.77
C  5.35468  2.47636  -3.28628  -0.41
C  0.85000  -3.17881  1.54155  -0.45
C  -0.63971  -1.92607  -2.99221  -0.16
C  -3.02445  -10.54369  -2.76064  -0.02
C  -1.37641  -6.91011  -0.39944  -0.07
C  -4.61321  8.87908  -0.08401  -0.11
C  1.40287  -1.45943  -0.24452  -0.30
B  6.87245  0.98266  -2.51299  -1.02
H  3.41244  0.38512  3.66437  -0.06
H  -0.44469  -6.61239  0.08331  0.07
H  2.36326  1.84605  6.17505  0.06
H  0.98138  0.30646  -2.71595  0.12
H  -0.92727  -2.17714  -4.05648  0.12
H  0.48605  -2.03987  -2.92530  0.11
H  -3.88085  -10.70381  -2.10127  0.11
H  -4.10314  2.55676  0.34451  0.14
H  -4.37657  8.87704  -1.14963  0.09
H  -2.07623  -0.36866  -2.09393  0.10
H  -2.14195  -4.16921  -0.26247  0.08
H  -4.60431  6.93994  0.07726  0.07
H  2.82036  -2.06551  1.44426  0.13
H  -5.69118  8.97065  0.05751  0.09
H  -1.74943  1.19114  1.24974  0.00
H  1.80245  -5.00275  1.47682  0.10
H  -1.35575  0.02469  -3.69665  0.13
H  -4.11481  9.72092  0.39397  0.08
H  0.19363  4.77613  1.80031  -0.14
H  -2.16630  -6.92760  0.35536  0.11
H  0.82327  -2.29422  -0.72755  0.07
H  -0.23882  1.57271  -2.21201  0.11
H  -3.32323  -9.94714  -3.65357  0.05
H  -2.66245  -11.51257  -3.10053  0.10
H  -2.40739  -1.91628  1.05534  0.00
H  -2.82740  5.79441  -0.96371  0.12
H  -0.71385  -0.63833  2.17873  -0.03
H  -4.35296  5.50196  1.89332  0.09
H  -2.25188  6.27500  0.65536  -0.03
H  2.49000  -0.45214  4.93912  0.06
H  -1.60706  -6.18791  -1.18215  0.06
H  0.54610  -4.76416  0.34852  0.05
H  3.97042  1.08630  6.12218  0.05
H  1.44222  -1.02510  2.01411  0.01
H  -1.38709  5.00985  -0.27914  0.09
H  2.40717  -1.25651  -0.73044  0.12
H  0.74757  3.37104  1.68969  0.03
H  -2.89949  4.72192  2.58576  0.05
H  -4.33860  3.74948  2.18769  0.10

Cartesian forces (eV/Å) of the 2 atoms listed first:
-0.1 0.2 0.0
-0.4 -0.8 1.4

- net charge = +1
- largest force on an atom (hartree/bohr) = 0.0741
- gap between HOMO and LUMO (Eh) = 0.029
- LUMO (eV) = -7.825

=====

Entry 6:
# C4H2MgO2

C4H2MgO2 as an isolated structure (the ωB97M-V functional and the def2-TZVPD basis, OMol25).

Each line ends with the Mulliken spin population.
CARTESIAN COORDINATES (ANGSTROEM)
Mg  -1.75975  0.78924  -1.44576  -0.01
O  -2.65458  -0.29961  -0.10377  0.36
O  -1.38820  -0.83370  -0.24233  0.52
C  -0.11524  1.43567  0.81570  0.30
C  0.16790  0.23787  0.51077  -0.13
C  1.30763  -0.46192  0.07397  0.02
C  2.22004  -1.15035  -0.32498  -0.06
H  2.96792  -1.86976  -0.61386  0.00
H  -0.74572  2.15255  1.33026  0.00

Cartesian forces (eV/Å) of the 2 atoms listed first:
0.5 -0.9 1.7
1.2 0.0 -0.6

- ΔE to the lowest compared entry with this formula, charge and spin (eV) = 4.856
- net charge = +1
- largest force on an atom (hartree/bohr) = 0.0857
- gap between HOMO and LUMO (alpha / beta) (Eh) = 0.236 / 0.233
- LUMO (alpha / beta) (eV) = -7.333 / -7.322
- spin multiplicity = 2

=====

Entry 7:
# C4H6N4O

An isolated molecule of C4H6N4O (the ωB97M-V functional and the def2-TZVPD basis, OMol25).

Each line ends with the Löwdin charge.
CARTESIAN COORDINATES (ANGSTROEM)
O  -1.04652  -0.07645  -0.48247  -0.06
N  2.08650  -1.19439  -0.19097  0.08
N  1.02398  2.07313  -0.06452  0.12
N  0.62481  -1.35314  -0.00505  -0.01
N  0.08512  -0.16140  0.32953  -0.15
C  2.36834  0.01678  0.08407  -0.11
C  -3.35878  0.05754  -0.07407  0.01
C  1.09520  0.80078  0.18423  -0.38
C  -2.14797  -0.21888  0.34102  -0.23
H  3.49491  0.44626  0.22584  0.17
H  -3.63055  0.83770  -0.97193  0.13
H  0.01286  -1.70712  -0.74480  0.14
H  -1.85162  -0.64162  1.35525  0.15
H  -4.14962  -0.26078  0.54481  0.03
H  0.01250  2.45046  -0.24390  0.09

Cartesian forces (eV/Å) of the 2 atoms listed first:
-0.4 1.6 0.4
-1.9 -0.8 -0.2

- ΔE to the lowest compared entry with this formula, charge and spin (eV) = 5.999
- structure (SMILES) = [H]/N=c1/cn[nH]n1OC=C
- largest force on an atom (hartree/bohr) = 0.0793
- gap between HOMO and LUMO (Eh) = 0.338
- LUMO (eV) = 0.428

=====

These records have electronic energy values of -1038.83442; -210.32716; -3291.42965; -250.82662; -9508.55276; -503.61627; -450.06819 a.u., in the order they appear.